C26H77N5O10 | ωB97M-V with the def2-TZVPD basis set

Output
- total charge = 0
- ΔE to the lowest compared entry with this formula, charge and spin (kJ/mol) = 678.0
- orbital gap (Ha) = 0.33995
- SMILES = COC[C@H](C)N.COC[C@H](C)N.COC[C@H](C)N.COC[C@H](C)N.COC[C@H](C)N.CCO.CO.CO.CO.CO
- 2S+1 = 1

Geometry (Å):
C 0.036 -0.163 -1.730
C 0.246 1.265 -1.046
O 1.649 1.526 -0.763
H -0.998 -0.234 -2.069
H 0.135 -1.001 -1.040
H 0.628 -0.229 -2.642
H -0.340 1.170 -0.131
H -0.021 2.142 -1.636
H 1.636 2.213 -0.093
C -3.437 6.159 -0.348
C -4.667 6.217 0.700
C -4.551 7.385 1.697
O -5.750 7.662 2.335
C -5.680 8.743 3.233
N -5.890 6.503 -0.045
H -3.543 5.530 -1.232
H -2.500 5.988 0.182
H -3.173 7.175 -0.641
H -4.734 5.276 1.247
H -4.291 8.335 1.229
H -3.747 7.376 2.433
H -5.239 8.478 4.194
H -6.708 9.062 3.401
H -5.120 9.549 2.758
H -5.666 7.246 -0.691
H -6.359 7.011 0.691
C 6.170 -1.059 -4.589
C 7.250 -1.444 -3.489
C 8.630 -0.799 -3.536
O 9.459 -1.111 -2.422
C 9.921 -2.491 -2.331
N 6.532 -1.277 -2.217
H 6.741 -1.228 -5.502
H 5.988 0.013 -4.526
H 5.320 -1.740 -4.543
H 7.375 -2.525 -3.439
H 8.488 0.268 -3.366
H 9.232 -0.851 -4.443
H 10.338 -2.857 -3.270
H 9.158 -3.179 -1.968
H 10.686 -2.521 -1.556
H 7.200 -0.889 -1.567
H 5.768 -0.619 -2.177
C 2.478 -1.793 5.414
C 3.653 -1.347 4.547
C 5.197 -1.751 4.913
O 6.220 -0.782 4.402
C 7.650 -1.190 4.396
N 3.429 -1.818 3.134
H 1.534 -1.633 4.894
H 2.398 -1.339 6.402
H 2.622 -2.810 5.779
H 3.491 -0.277 4.423
H 5.390 -2.766 4.566
H 5.333 -1.842 5.991
H 8.250 -0.755 3.596
H 7.911 -2.248 4.378
H 8.036 -0.931 5.381
H 2.737 -1.250 2.667
H 4.278 -1.766 2.589
C -5.905 -4.191 -3.999
C -6.809 -5.302 -3.586
C -5.974 -6.568 -3.239
O -6.799 -7.589 -2.618
C -7.847 -8.155 -3.398
N -7.577 -4.765 -2.446
H -5.260 -3.631 -3.321
H -6.519 -3.372 -4.373
H -5.290 -4.511 -4.840
H -7.592 -5.504 -4.317
H -5.166 -6.276 -2.568
H -5.546 -7.083 -4.099
H -7.580 -9.186 -3.630
H -8.211 -7.609 -4.269
H -8.611 -8.352 -2.645
H -8.164 -5.441 -1.978
H -6.868 -4.640 -1.738
C -5.229 -7.035 2.628
C -3.795 -6.551 2.290
C -3.798 -4.974 2.175
O -4.938 -4.422 1.491
C -5.191 -3.046 1.583
N -2.897 -6.994 3.311
H -5.273 -8.000 3.133
H -5.834 -6.998 1.722
H -5.740 -6.302 3.252
H -3.475 -6.859 1.294
H -2.868 -4.794 1.635
H -3.697 -4.449 3.125
H -4.372 -2.461 1.165
H -5.375 -2.784 2.625
H -6.120 -2.879 1.039
H -1.959 -6.885 2.952
H -3.129 -7.966 3.460
C 2.003 6.908 -3.010
O 2.968 5.892 -3.025
H 2.482 7.861 -3.235
H 1.251 6.796 -3.791
H 1.500 7.002 -2.048
H 2.535 5.059 -2.824
C 1.268 6.203 3.402
O 1.537 4.885 2.836
H 1.600 6.934 2.664
H 0.194 6.248 3.585
H 1.832 6.239 4.334
H 2.437 4.649 3.072
C -1.334 2.628 -6.781
O -0.341 3.490 -6.358
H -2.175 3.161 -7.225
H -0.924 1.949 -7.528
H -1.726 1.891 -6.080
H 0.148 3.929 -7.058
C 6.302 4.317 4.294
O 5.668 3.480 3.329
H 7.340 4.519 4.028
H 5.797 5.282 4.327
H 6.309 3.908 5.305
H 5.954 2.572 3.449

These are the Mulliken partial charges, in e, on atoms 1 to 2:
1 C -1.029
2 C -0.211